Density functional theory data (ωB97M-V/def2-TZVPD) for C2H3NOS in the gas phase.

Summary:
Structure (SMILES): O=C1NCS1
Molecular weight (g mol⁻¹): 89.1
LUMO (eV): 0.53
HOMO-LUMO gap (eV): 10.4

Each line ends with the natural charge from an NBO analysis.
CARTESIAN COORDINATES (ANGSTROEM)
O1 1.96844 1.32290 0.33608  -0.55
C1 0.88492 0.79870 0.23868  0.55
N1 0.27671 -0.04922 -0.72928  -0.63
C2 -0.91464 -0.40933 0.04505  -0.33
S1 -0.51187 0.75194 1.37930  0.16
H1 0.80860 -0.77305 -1.07816  0.39
H2 -1.80019 -0.19981 -0.43881  0.20
H3 -0.71197 -1.44213 0.24715  0.20

Cartesian forces (eV/Å) of the 3 atoms listed first:
O -1.5377 -0.8668 -0.4983
C 1.0614 0.2111 -0.0814
N -0.5403 3.2673 1.5373